# 1
C37H26CrO5S as an isolated structure, computed with wB97M-V/def2-TZVPD.

Last column: natural (NBO) charge in e.
Atoms and positions in Å:
O1 3.3601 0.1741 4.6031  -0.41
C1 3.2399 0.0419 3.4488  0.77
Cr1 3.1072 -0.2742 1.6164  -0.70
C2 2.3486 -1.9320 2.0600  0.76
O2 1.9788 -2.9649 2.4610  -0.40
C3 4.7476 -1.2271 1.7550  0.75
O3 5.6640 -1.9091 1.9931  -0.41
C4 3.8347 0.8233 -0.0999  -0.18
C5 3.5632 1.7170 0.9426  -0.15
C6 2.3144 1.6925 1.5896  -0.19
C7 1.2824 0.8705 1.1017  -0.03
C8 -0.0217 0.8325 1.7116  -0.02
C9 -1.2168 0.6351 1.9160  0.12
C10 -2.5675 0.2581 2.0323  -0.12
C11 -2.8415 -1.1815 1.9146  0.01
C12 -1.7323 -2.0623 1.8135  -0.22
C13 -1.8794 -3.4133 1.5241  -0.21
C14 -3.1584 -3.9712 1.4797  -0.19
C15 -4.2739 -3.1471 1.6677  -0.20
C16 -4.1346 -1.7628 1.8065  -0.21
C17 -3.5851 1.2944 1.7998  0.00
C18 -3.2172 2.4139 1.0147  -0.16
C19 -4.1684 3.3107 0.5410  -0.22
C20 -5.4990 3.1940 0.9570  -0.18
C21 -5.8479 2.1722 1.8445  -0.21
C22 -4.9042 1.2460 2.2912  -0.22
C23 1.6021 -0.0958 0.1238  -0.17
C24 2.8527 -0.0940 -0.5075  -0.20
H1 4.8215 0.8100 -0.5807  0.27
H2 4.3325 2.4097 1.2898  0.27
H3 2.0924 2.3493 2.4344  0.28
H4 -0.7258 -1.6546 1.9337  0.21
H5 -0.9834 -4.0128 1.3563  0.22
H6 -3.2801 -5.0381 1.2943  0.23
H7 -5.2702 -3.5954 1.6985  0.23
H8 -5.0153 -1.1239 1.8185  0.23
H9 -2.1710 2.5273 0.7360  0.22
H10 -3.8480 4.0960 -0.1454  0.23
H11 -6.2527 3.8888 0.5808  0.23
H12 -6.8775 2.0906 2.1976  0.23
H13 -5.1867 0.4856 3.0300  0.22
H14 0.8222 -0.8086 -0.1559  0.28
H15 3.0605 -0.8247 -1.2885  0.27
C25 -5.8422 3.7909 5.9962  -0.19
C26 -5.3165 4.3346 4.8226  -0.21
C27 -4.0025 4.0479 4.4508  -0.21
C28 -3.2668 3.1316 5.2120  -0.25
S1 -1.7275 2.4464 4.5746  2.14
C29 -2.0884 0.7636 4.3806  -0.46
C30 -1.1682 -0.2352 4.8410  -0.03
C31 -1.6036 -1.5857 4.8851  -0.19
C32 -0.7690 -2.6136 5.3116  -0.21
C33 0.4874 -2.3082 5.8482  -0.18
C34 0.9470 -0.9859 5.7963  -0.23
C35 0.1929 0.0122 5.1936  -0.20
O4 -1.5803 3.0990 3.2915  -0.95
O5 -0.7592 2.6810 5.6155  -0.93
C36 -3.7264 2.7143 6.4593  -0.23
C37 -5.0313 3.0217 6.8402  -0.20
H16 -6.8810 3.9876 6.2674  0.22
H17 -5.9224 4.9816 4.1860  0.23
H18 -3.5661 4.5033 3.5658  0.25
H19 -3.1593 0.5749 4.4827  0.25
H20 -2.6297 -1.7961 4.5742  0.22
H21 -1.1129 -3.6460 5.2538  0.23
H22 1.1183 -3.0802 6.2854  0.23
H23 1.9141 -0.7348 6.2274  0.23
H24 0.6222 0.9986 5.0185  0.23
H25 -3.0690 2.1434 7.1153  0.24
H26 -5.4131 2.6520 7.7926  0.23

Results
**Multiplicity**: 4
**Maximum force**: 5.27 eV/A
**Net charge**: +1
**Energy relative to the best compared isomer or geometry (same formula, charge and spin)**: 2.4 kcal per mole
**HOMO energy (spin up / spin down)**: -9.11 / -11.31 eV
**Calculated total energy**: -3243.98130 Ha
**<S²>**: 3.833



# 2
C37H27BrCl3N5O5S2V as an isolated structure, computed with wB97M-V/def2-TZVPD.

Last column: Mulliken charge in e.
Atoms and positions in Å:
V1 -0.5789 -0.4888 0.4106  -0.58
O1 0.6775 -0.0251 -3.1696  -0.75
S1 0.1368 -0.9200 -2.1953  1.50
O2 0.9363 -1.2496 -0.9963  -0.73
N1 -1.1852 -0.4234 -1.4689  0.16
C1 -2.2030 0.4233 -1.8742  0.63
C2 -2.5945 0.7453 -3.1449  -0.85
C3 -3.6819 1.6258 -3.3392  -0.78
C4 -4.3592 2.1678 -2.2856  -0.98
C5 -3.9673 1.8565 -0.9596  0.93
C6 -4.5805 2.3964 0.1923  -0.65
C7 -4.1020 2.0669 1.4263  -1.17
C8 -3.0088 1.1870 1.5318  0.18
N2 -2.4253 0.6449 0.4897  0.48
C9 -2.8898 0.9801 -0.7583  -0.26
C10 -0.2421 -2.4460 -2.9899  0.09
C11 -0.2083 -2.5198 -4.3730  -0.31
C12 -0.5533 -3.7154 -4.9885  -0.67
C13 -0.9247 -4.8088 -4.2206  -0.41
C14 -0.9516 -4.7203 -2.8330  -0.70
C15 -0.6094 -3.5346 -2.2079  -0.24
H1 -2.0642 0.3384 -3.9956  0.46
H2 -3.9768 1.8709 -4.3511  0.39
H3 -5.1895 2.8437 -2.4445  0.39
H4 -5.4180 3.0744 0.0802  0.43
H5 -4.5389 2.4696 2.3293  0.51
H6 -2.6083 0.9258 2.5013  0.39
H7 0.0966 -1.6562 -4.9480  0.49
H8 -0.5280 -3.7912 -6.0673  0.39
H9 -1.1930 -5.7390 -4.7043  0.39
H10 -1.2394 -5.5763 -2.2373  0.43
H11 -0.6285 -3.4516 -1.1283  0.34
Br1 -3.1026 -3.7614 0.8882  -0.15
C16 -2.3075 -2.5053 2.0695  -0.56
C17 -2.9134 -2.1992 3.2456  -0.75
C18 -2.2772 -1.2397 4.1047  -0.27
C19 -1.1292 -0.6383 3.7094  0.52
C20 -0.5852 -0.9913 2.4429  1.23
N3 -1.1283 -2.0102 1.6466  -0.59
C21 1.0027 0.7399 1.9570  0.50
O3 2.3900 2.5437 2.6396  -0.57
O4 0.2526 1.3160 1.0314  -0.80
H12 -3.8247 -2.6970 3.5377  0.46
H13 -2.7192 -1.0083 5.0653  0.43
H14 -0.6038 0.0937 4.3179  -0.04
Cl1 -3.1313 2.2943 6.2655  -0.21
C22 -1.4798 1.7629 6.1842  0.20
C23 -0.5575 2.4937 5.4584  -1.47
C24 0.7510 2.0404 5.3851  -0.09
C25 1.1636 0.8710 6.0177  0.37
C26 2.5846 0.3479 5.9268  -0.12
C27 3.3855 0.8644 4.7233  -1.74
N4 2.7850 0.3967 3.4975  0.48
C28 2.7835 -0.9501 3.1910  -0.39
C29 1.8515 -1.5041 2.4156  -0.96
N5 0.7435 -0.6807 2.0063  1.07
C30 1.9784 1.2350 2.7088  -0.03
O5 3.3075 0.4728 7.1447  -0.52
C31 3.2333 1.7180 7.8132  -1.12
C32 3.8751 2.8540 7.0679  0.08
C33 5.1891 2.9028 6.7113  1.02
Cl2 6.3880 1.7296 7.0671  -0.19
S2 5.5870 4.3017 5.8059  -0.19
C34 3.9754 4.8695 5.9079  -0.50
C35 3.1830 4.0105 6.6008  -0.51
C36 0.2014 0.1721 6.7482  0.36
Cl3 0.6142 -1.3038 7.5632  -0.22
C37 -1.1131 0.6014 6.8408  -0.63
H15 -0.8598 3.3960 4.9454  0.47
H16 1.4559 2.6124 4.7997  0.87
H17 2.5080 -0.7346 5.7898  0.98
H18 4.4024 0.4762 4.8228  0.20
H19 3.4618 1.9484 4.6795  0.37
H20 3.6017 -1.5334 3.5973  0.38
H21 1.8767 -2.5241 2.0666  0.49
H22 1.8634 2.9508 1.9369  0.38
H23 3.7418 1.5492 8.7627  0.58
H24 2.1926 1.9800 8.0321  0.28
H25 3.7010 5.8048 5.4487  0.45
H26 2.1294 4.1789 6.7786  0.43
H27 -1.8354 0.0326 7.4080  0.52

Results
**Multiplicity**: 2
**Maximum force**: 1.12 eV/A
**Energy relative to the best compared isomer or geometry (same formula, charge and spin)**: 24.5 kcal per mole
**HOMO energy (spin up / spin down)**: -6.41 / -6.03 eV
**Calculated total energy**: -7771.12038 Ha
**<S²>**: 1.216



# 3
C37H27BrIMnN2O2PS as an isolated structure, computed with wB97M-V/def2-TZVPD.

Last column: Mulliken charge in e.
Atoms and positions in Å:
Mn1 0.7148 -0.2212 -2.6001  -0.27
I1 3.2288 -0.6086 -1.5435  0.25
C1 3.9546 -0.0541 0.3536  -0.11
C2 5.2853 0.2543 0.2656  -0.73
C3 6.0615 0.4681 1.4224  -0.86
C4 5.4808 0.3116 2.6381  -0.87
C5 4.1046 -0.0036 2.7583  0.98
C6 3.5756 -0.1815 4.0578  -0.92
C7 2.2615 -0.4771 4.2400  -1.30
C8 1.4197 -0.5346 3.1177  -0.37
C9 1.8655 -0.3551 1.8308  1.19
P1 0.5084 -0.1404 0.5712  1.58
C10 -0.1171 1.4653 1.2020  0.63
C11 0.3664 2.5871 0.5332  -0.67
C12 0.0366 3.8686 0.9496  -0.53
C13 -0.7947 4.0452 2.0441  -0.64
C14 -1.2732 2.9361 2.7283  -0.77
C15 -0.9302 1.6572 2.3176  -0.06
C16 -0.6431 -1.4245 1.1507  -0.16
C17 -1.9571 -1.2027 1.2548  -0.53
C18 -2.8965 -2.2300 1.7283  -0.91
C19 -2.4908 -3.4575 2.0331  -0.93
C20 -1.0969 -3.9151 1.7656  -0.40
C21 -0.0917 -2.8222 1.2885  -0.49
C22 3.2679 -0.1441 1.6070  0.36
H1 5.7638 0.3072 -0.7018  0.44
H2 7.1093 0.7171 1.3280  0.39
H3 6.0583 0.4261 3.5468  0.37
H4 4.2464 -0.0790 4.9016  0.38
H5 1.8549 -0.6265 5.2309  0.44
H6 0.3599 -0.6983 3.2795  0.29
H7 1.0170 2.4545 -0.3203  0.20
H8 0.4254 4.7243 0.4130  0.48
H9 -1.0665 5.0414 2.3674  0.39
H10 -1.9124 3.0659 3.5917  0.43
H11 -1.2976 0.8099 2.8797  0.26
H12 -2.3702 -0.2288 1.0283  0.61
H13 -3.9287 -1.9396 1.8712  0.42
H14 -3.1902 -4.1806 2.4359  0.40
H15 -0.7247 -4.4978 2.6101  0.43
H16 0.8365 -2.8198 1.8609  0.84
O1 -2.6819 -1.9755 -3.9098  -0.78
S1 -2.4160 -1.5251 -2.5693  1.14
O2 -3.5704 -1.2669 -1.7317  -0.62
N1 -1.4007 -0.2720 -2.5391  0.50
C23 -1.9486 0.9743 -2.8565  0.39
C24 -3.2773 1.2503 -3.1141  -0.56
C25 -3.7347 2.5556 -3.3740  -1.06
C26 -2.8907 3.6259 -3.4095  -1.01
C27 -1.5123 3.3945 -3.2128  1.28
C28 -0.5562 4.4292 -3.3028  -0.67
C29 0.7764 4.1624 -3.1735  -0.88
C30 1.1620 2.8343 -2.9420  -0.18
N2 0.2960 1.8560 -2.8209  0.27
C31 -1.0439 2.0883 -2.9501  -0.03
C32 -1.6012 -2.8098 -1.6668  0.51
C33 -2.5070 -3.9239 -1.3138  -1.02
C34 -2.1468 -4.8303 -0.4132  -0.93
C35 -0.9089 -4.6858 0.4118  0.18
C36 0.0967 -3.5981 -0.0701  -0.78
C37 -0.3517 -2.7834 -1.2273  -0.49
H17 -4.0034 0.4529 -3.0992  0.59
H18 -4.7930 2.6983 -3.5492  0.39
H19 -3.2447 4.6286 -3.6066  0.40
H20 -0.9017 5.4375 -3.4971  0.43
H21 1.5268 4.9351 -3.2605  0.44
H22 2.2105 2.5654 -2.8597  0.43
H23 -3.4333 -4.0117 -1.8635  0.46
H24 -2.7877 -5.6829 -0.2212  0.41
H25 -0.4415 -5.6585 0.5693  0.46
H26 1.1198 -3.9538 -0.2011  0.32
H27 0.3674 -2.0958 -1.6521  0.67
Br1 1.5759 -1.1124 -4.6110  -0.54

Results
**Multiplicity**: 6
**Maximum force**: 1.22 eV/A
**Energy relative to the best compared isomer or geometry (same formula, charge and spin)**: 77.8 kcal per mole
**HOMO energy (spin up / spin down)**: -7.56 / -7.67 eV
**Calculated total energy**: -6448.40754 Ha
**<S²>**: 8.758



The lowest maximum force belongs to which entry? C37H27BrCl3N5O5S2V



What is the calculated total energy in the third record? -6448.40754 Ha